one) 55
Properties=species:S:1:pos:R:3 method="wB97M-V/def2-TZVPD" lumo_ev=-2.3911 multiplicity=1 charge=+1 orbital_gap_ha=0.359
C -0.81395 -0.52422 0.30060
C 0.28931 -1.46604 -0.28855
C 1.63969 -0.66852 -0.65056
C 2.74940 -0.96276 0.54068
C 2.81039 -2.00173 1.31738
C 4.09091 0.97870 -0.05854
C 3.27749 0.39669 0.76118
N -0.21883 -2.12860 -1.51986
H -1.70457 -0.33016 -0.28336
H -1.41869 -0.98646 1.22791
H -0.49379 0.43845 0.80258
H 0.47834 -2.21832 0.53905
H 2.10467 -0.93184 -1.59775
H 1.44237 0.41287 -0.68233
H 3.63311 -1.98772 2.06526
H 2.42963 -3.01480 1.01278
H 4.11435 2.06462 0.10326
H 4.74270 0.60416 -0.93397
H 2.75962 0.90181 1.41465
H -0.42131 -3.23605 -1.41496
H 0.32998 -1.91983 -2.26068
H -1.09957 -1.57101 -1.75564
H 1.00412 -1.56453 3.25666
H -0.35973 -1.08901 3.15150
O 0.21876 -1.53643 2.68924
H -3.38455 1.10403 0.80387
H -2.74625 2.34378 0.43977
O -3.44946 1.80375 0.14780
H -1.36266 3.62078 -1.21178
H -1.10899 4.22749 -2.53944
O -0.68145 4.13332 -1.72347
H -2.07190 -2.19401 -4.32614
H -3.26141 -1.67312 -3.53731
O -2.27185 -1.68302 -3.51295
H 1.09982 0.10752 5.11610
H 0.76660 0.75589 3.82496
O 1.24494 0.07902 4.23307
H -1.71895 1.53307 2.41992
H -3.17630 1.32148 2.98666
O -2.34916 0.95331 2.69489
H 2.21134 -0.51512 -4.74606
H 1.87318 1.01535 -4.77351
O 1.93553 0.25324 -4.27581
H -1.32467 -4.58221 0.63815
H -1.39730 -3.21918 1.11076
O -1.26628 -3.71273 0.35003
H -0.70296 3.82343 1.82846
H -0.12335 3.02297 0.74936
O -0.75100 3.06865 1.40232
H -3.83584 -0.33187 -0.71980
H -4.71714 -0.94915 -1.89132
O -4.03830 -1.13829 -1.14175
H 1.12094 3.43233 -1.15281
H 2.39977 2.74235 -0.60577
O 1.50326 2.99765 -0.32473


two) 55
Properties=species:S:1:pos:R:3 method="wB97M-V/def2-TZVPD" lumo_ev=-2.7441 multiplicity=1 charge=+1 orbital_gap_ha=0.346
C 0.20109 -0.71002 -0.73660
C 0.50748 -1.81700 0.19277
C -0.62035 -2.86486 0.21275
C -2.77072 -2.08047 -0.74909
C -2.00663 -2.22346 0.32367
C -2.55462 -1.99353 1.67648
C -3.11274 -0.88433 2.12837
N -0.82163 0.39300 -0.43715
H -0.10041 -1.03818 -1.75376
H 1.11819 -0.11267 -0.75798
H 1.46145 -2.36994 0.09482
H 0.65438 -1.45967 1.20310
H -0.45115 -3.48023 1.11142
H -0.60441 -3.36840 -0.78927
H -3.79688 -1.67793 -0.68143
H -2.44282 -2.23909 -1.75686
H -2.37608 -2.82609 2.36816
H -3.45792 0.00128 1.52752
H -3.54145 -0.87932 3.12568
H -1.60426 0.40338 -1.07517
H -0.43975 1.33717 -0.54226
H -1.15052 0.31407 0.53541
H -2.00693 -0.88435 -4.20765
H -0.65553 -1.79662 -4.51414
O -1.30298 -1.45180 -3.90157
H -1.44557 2.21745 2.49805
H -0.15113 2.64563 1.81834
O -0.75946 1.89673 1.90249
H 2.51166 1.50695 -1.72066
H 3.73806 0.53560 -1.69406
O 3.23885 1.15411 -1.15431
H -1.17284 3.17731 -2.53010
H -0.41777 3.20561 -1.02655
O -0.72321 2.73475 -1.81030
H 1.94865 1.84753 2.06584
H 2.71790 1.57294 0.75698
O 2.41068 2.27883 1.33901
H 1.37647 2.21258 -3.86934
H 0.47436 1.32876 -3.12877
O 1.42161 1.48755 -3.23438
H 3.86885 0.18645 2.97999
H 2.96281 -0.99515 2.26433
O 3.01804 -0.14498 2.70072
H 4.58731 -1.25774 -0.39993
H 3.47719 -0.54230 0.44278
O 4.00291 -1.36020 0.35704
H 0.18779 -2.28166 3.48645
H -0.10417 -3.68708 2.87620
O -0.34072 -3.07713 3.57236
H 1.93602 3.38449 0.16541
H 1.78401 3.46612 -1.29553
O 1.33573 3.80049 -0.50792
H -3.73654 1.61773 -0.17482
H -3.34669 2.68191 0.69637
O -2.92560 2.11576 0.02710


Relative energy table, unit hartree: one) 0.1067; two) 0.0000


one) 27
Properties=species:S:1:pos:R:3 method="wB97M-V/def2-TZVPD" lumo_ev=-4.4403 multiplicity=1 charge=+1 orbital_gap_ha=0.307
C 4.12181 0.88868 -0.19910
C 3.23808 1.94099 -0.13173
C 3.71592 -0.36680 -0.50113
C 1.89465 1.73838 -0.23502
C 2.24228 -0.66683 -0.71169
C 1.34239 0.45198 -0.24797
C -2.21577 -1.90802 1.35894
C -3.23142 1.05226 0.65697
C -1.58167 -1.87296 0.28917
C -1.47462 -2.26277 -1.11958
N 0.11656 0.24349 0.04092
N -2.16039 1.62206 0.93438
H 5.13178 1.05615 -0.06858
H 3.62966 2.86961 -0.03899
H 4.40936 -1.05905 -0.84462
H 1.19143 2.63480 -0.11448
H 2.11950 -0.86079 -1.81447
H 1.99564 -1.63935 -0.32150
H -2.46441 -1.64013 2.30857
H -3.18481 -0.02309 0.35196
H -4.20227 1.48254 0.65760
H -1.52190 -1.48750 -1.88876
H -2.32105 -3.11317 -1.32374
H -0.47538 -2.71969 -1.11444
H -0.18683 -0.67725 0.16241
H -0.56817 0.98612 0.30297
H -2.28440 2.57812 1.19988


two) 27
Properties=species:S:1:pos:R:3 method="wB97M-V/def2-TZVPD" lumo_ev="-4.9421 / -4.9456" multiplicity=1 charge=+1 orbital_gap_ha="0.256 / 0.256"
C -0.22859 -1.81276 -1.67834
C -1.00992 -0.61901 -1.92657
C 0.95976 -1.72615 -1.11978
C -0.76399 0.39026 -0.82957
C 0.40543 -1.04622 2.32282
C -2.19342 -0.73142 0.84988
C 0.13771 -0.71837 1.10292
C 1.36838 -0.46263 -0.62287
C 0.74182 2.22373 1.07068
C 1.15933 1.93871 -0.37980
N -1.00509 -0.33458 0.45171
N 0.60107 0.68304 -0.90486
H -0.77673 -2.77137 -1.96787
H -0.56696 -0.28210 -2.87683
H 1.60330 -2.54977 -1.02855
H -1.24580 1.38122 -0.82644
H -0.34318 -0.83314 3.05688
H 1.28105 -1.57553 2.64810
H -3.05948 -0.62669 0.18312
H -2.20521 -1.04239 1.88262
H 2.50703 -0.32751 -0.34170
H -0.38837 2.30288 1.12679
H 1.07960 1.41940 1.76454
H 1.23443 3.25569 1.55076
H 2.16676 1.96848 -0.31091
H 0.70035 2.65295 -0.98156
H -2.15929 -0.75672 -2.21516


Relative energy table, unit hartree: one) 0.0000; two) 0.0468


one) 8
Properties=species:S:1:pos:R:3 method="wB97M-V/def2-TZVPD" lumo_ev=-3.7454 multiplicity=1 charge=0 orbital_gap_ha=0.269
N 0.23318 1.05535 0.12820
C 0.21929 0.25711 -1.09978
O -0.40308 -1.23929 0.99379
H -0.60459 0.74422 0.65957
H 0.73476 0.37460 0.76571
H 1.01794 0.60725 -1.74314
H -0.76608 0.21246 -1.58133
H 0.15369 -0.81346 -0.72098


two) 8
Properties=species:S:1:pos:R:3 method="wB97M-V/def2-TZVPD" lumo_ev=-0.4069 multiplicity=1 charge=0 orbital_gap_ha=0.334
N -1.45565 1.18599 -1.71974
O -0.55231 1.97910 -1.61789
H -1.92652 0.85577 -0.85688
C 0.79710 -0.81738 0.85334
H 1.24563 -1.75301 0.95267
H -0.16360 -0.82555 0.25982
H 0.54011 -0.46986 1.79507
H 1.51524 -0.15507 0.33362


Relative energy table, unit hartree: one) 0.1631; two) 0.0000


one) 18
Properties=species:S:1:pos:R:3 method="wB97M-V/def2-TZVPD" lumo_ev=0.5916 multiplicity=1 charge=0 orbital_gap_ha=0.361
C 0.01567 0.81672 0.12085
C -0.17024 0.98522 -1.37430
C -1.22823 1.12270 0.94064
H 0.85210 1.42151 0.50126
H 0.99340 -0.12831 0.21775
H -0.91577 0.27768 -1.74042
H -1.05825 0.99592 2.00763
H -0.52555 1.99742 -1.58630
H 0.75604 0.81660 -1.92122
H -2.05999 0.48425 0.63783
H -1.51990 2.16020 0.75740
C 0.08719 -1.14114 0.46418
O 1.87128 -1.17808 0.15850
O 2.06560 -1.35399 -1.26041
O 0.08424 -1.23265 1.81126
O -0.54406 -1.77978 -0.32852
H 1.52498 -2.14194 -1.43886
H -0.22851 -2.12232 2.03270


two) 18
Properties=species:S:1:pos:R:3 method="wB97M-V/def2-TZVPD" lumo_ev=0.4643 multiplicity=1 charge=0 orbital_gap_ha=0.391
O 2.28276 -0.28135 0.55260
C 1.24942 -0.82026 0.25064
O 1.33103 -2.10736 -0.16948
C -0.24383 -0.43460 0.19636
C -0.64585 0.99729 0.39975
C -1.78750 1.18899 1.50540
O -3.02701 1.27371 0.85567
H 2.24304 -2.40242 -0.29309
H -0.61604 -0.84217 -0.75189
H -0.62106 -1.13646 0.96609
H -1.09349 1.58841 -0.43676
H 0.27168 1.52138 0.69506
H -1.46291 2.16535 1.88525
H -1.83603 0.44437 2.28326
H -3.01053 1.30244 -0.09525
O 0.82076 0.18792 -2.81620
H 1.40671 0.42674 -3.53549
H 1.10855 -0.71102 -2.56365


Relative energy table, unit hartree: one) 0.1885; two) 0.0000